1.
10 unconnected molecules or ions with the total composition C17H54O10. Source: the Open Molecules 2025 dataset; level of theory: ωB97M-V with the def2-TZVPD basis set.

SMILES   CCO.CCO.CCO.CCO.CCO.CCO.CCO.CO.CO.CO
Frontier orbital gap   9.84 eV
DFT total energy   -1432.3653 Eh

Geometry as XYZ:
```
81
Properties=species:S:1:pos:R:3:mulliken_charge:R:1
C 0.124 0.304 3.353 -0.11
C 0.300 -0.457 4.632 -0.61
O -0.137 -1.793 4.408 -0.50
H 0.757 -0.185 2.614 -0.23
H 0.490 1.310 3.548 0.15
H -0.915 0.249 3.042 0.30
H -0.284 0.005 5.438 0.38
H 1.354 -0.460 4.946 0.30
H -0.143 -2.275 5.240 0.27
C 1.622 -3.453 0.941 -0.24
C 2.873 -3.598 1.800 -0.35
O 3.915 -4.230 1.031 -0.54
H 1.727 -2.555 0.326 -0.37
H 0.784 -3.253 1.610 0.20
H 1.413 -4.329 0.331 0.44
H 2.674 -4.184 2.703 0.34
H 3.185 -2.602 2.147 0.18
H 4.764 -4.034 1.435 0.31
C 3.105 1.966 0.276 -0.67
C 3.470 1.387 1.611 0.05
O 3.025 2.317 2.609 -0.55
H 3.486 2.981 0.194 0.45
H 2.014 1.990 0.279 -0.18
H 3.479 1.353 -0.542 0.28
H 4.554 1.244 1.719 0.40
H 3.004 0.413 1.812 -0.10
H 3.142 1.868 3.452 0.30
C -4.609 0.726 0.390 -0.07
C -5.419 1.799 1.093 -0.56
O -5.280 1.756 2.517 -0.53
H -3.545 0.928 0.543 -0.18
H -4.743 0.822 -0.691 0.18
H -4.877 -0.262 0.748 0.28
H -6.483 1.743 0.860 0.35
H -5.100 2.783 0.715 0.27
H -4.455 2.192 2.748 0.30
C 3.512 -1.848 -1.820 -0.81
C 2.231 -2.166 -2.563 -0.10
O 1.516 -0.964 -2.938 -0.54
H 4.000 -2.771 -1.499 0.32
H 3.353 -1.223 -0.938 -0.08
H 4.186 -1.300 -2.483 0.41
H 1.522 -2.804 -2.043 0.14
H 2.545 -2.698 -3.471 0.38
H 1.954 -0.562 -3.693 0.26
C -2.208 -4.517 -0.808 -0.93
C -2.569 -3.437 0.207 0.00
O -2.862 -2.200 -0.421 -0.41
H -1.884 -5.440 -0.311 0.38
H -1.332 -4.191 -1.376 0.11
H -3.041 -4.726 -1.475 0.31
H -1.718 -3.310 0.889 -0.01
H -3.430 -3.711 0.815 0.32
H -2.021 -1.751 -0.605 0.22
C 0.226 2.471 -3.212 -0.28
C 1.626 2.880 -3.579 -0.29
O 1.700 4.299 -3.570 -0.53
H 0.140 1.387 -3.137 -0.25
H -0.465 2.799 -3.992 0.44
H -0.111 2.924 -2.277 0.13
H 1.801 2.475 -4.589 0.32
H 2.359 2.444 -2.889 0.14
H 2.567 4.563 -3.890 0.30
C 0.007 3.987 1.521 0.18
O -1.383 4.180 1.653 -0.50
H 0.270 3.772 0.475 -0.03
H 0.627 4.796 1.907 0.38
H 0.283 3.079 2.060 -0.29
H -1.586 5.082 1.389 0.29
C -2.956 0.765 -3.101 -0.39
O -3.965 1.448 -3.820 -0.57
H -2.586 1.440 -2.326 -0.01
H -3.341 -0.118 -2.589 0.35
H -2.088 0.561 -3.735 0.35
H -4.232 0.901 -4.563 0.30
C -0.383 0.380 -0.227 0.90
O -0.655 -0.622 -1.184 -0.14
H -1.212 0.415 0.479 -0.09
H 0.519 0.155 0.355 -0.30
H -0.266 1.369 -0.677 -0.31
H 0.081 -0.680 -1.827 0.00
```

2.
10 unconnected molecules or ions with the total composition C17H56BF2N18O11P. Source: the Open Molecules 2025 dataset; level of theory: ωB97M-V with the def2-TZVPD basis set.

SMILES   CCO[PH](CCCF)(B(C)O)[C@@H](C)F.NC(N)=O.NC(N)=O.NC(N)=O.NC(N)=O.NC(N)=O.NC(N)=O.NC(N)=O.NC(N)=O.NC(N)=O
Frontier orbital gap   8.98 eV
DFT total energy   -3060.8764 Eh

Geometry as XYZ:
```
106
Properties=species:S:1:pos:R:3:mulliken_charge:R:1
C -4.730 1.855 -5.463 -1.20
C -3.313 1.812 -4.817 -0.21
O -2.852 0.476 -4.925 -0.47
P -1.544 0.034 -3.847 0.61
C -2.714 -1.165 -2.952 -1.20
C -2.372 -2.650 -3.234 0.04
C -3.131 -3.624 -2.296 -0.41
F -4.101 -4.348 -2.991 -0.32
B -0.631 -0.567 -5.419 0.53
C 0.464 0.320 -6.178 -0.91
O -0.894 -1.846 -5.975 -0.71
C -0.155 -0.392 -2.595 0.20
C 1.175 -0.971 -3.090 -1.03
F 0.169 0.800 -1.876 -0.47
H -5.162 2.863 -5.469 0.35
H -5.367 1.236 -4.814 0.29
H -4.741 1.363 -6.444 0.28
H -3.437 2.156 -3.777 0.36
H -2.675 2.496 -5.409 0.21
H -1.398 1.400 -3.470 0.00
H -3.719 -1.005 -3.372 0.41
H -2.794 -0.946 -1.876 0.50
H -1.294 -2.844 -3.091 0.06
H -2.611 -2.945 -4.265 0.29
H -3.655 -3.089 -1.492 0.26
H -2.430 -4.366 -1.885 0.27
H 0.243 0.428 -7.254 0.41
H 1.445 -0.159 -6.015 0.28
H 0.501 1.314 -5.693 0.28
H -0.483 -2.533 -5.442 0.30
H -0.546 -1.077 -1.822 0.41
H 1.759 -0.298 -3.735 0.26
H 1.819 -1.105 -2.197 0.12
H 1.104 -1.986 -3.514 0.25
N 1.352 -0.532 -11.078 -0.38
C 1.589 0.567 -10.306 0.57
N 2.207 1.603 -10.942 -0.40
O 1.270 0.619 -9.128 -0.58
H 1.604 -0.599 -12.045 0.17
H 0.897 -1.311 -10.638 0.22
H 2.395 2.425 -10.401 0.21
H 2.478 1.582 -11.906 0.16
N 1.323 0.202 1.304 -0.27
C 2.490 0.641 1.863 0.54
N 3.282 1.362 1.024 -0.26
O 2.794 0.397 3.022 -0.72
H 1.053 0.391 0.353 0.17
H 0.708 -0.336 1.885 0.16
H 4.158 1.703 1.389 0.18
H 3.043 1.559 0.069 0.12
N 4.362 -1.883 5.066 -0.30
C 3.977 -2.920 5.867 0.54
N 2.676 -3.303 5.722 -0.30
O 4.743 -3.461 6.652 -0.69
H 3.752 -1.422 4.414 0.20
H 5.312 -1.572 5.145 0.18
H 2.341 -4.069 6.289 0.32
H 2.044 -2.860 5.083 0.13
N -9.568 3.112 -4.375 -0.41
C -8.331 2.728 -3.943 0.62
N -7.905 3.330 -2.793 -0.37
O -7.655 1.907 -4.539 -0.59
H -10.140 3.785 -3.901 0.15
H -9.910 2.688 -5.217 0.22
H -7.000 3.070 -2.449 0.21
H -8.442 4.007 -2.287 0.16
N 4.291 6.076 3.397 -0.39
C 4.101 4.866 2.797 0.61
N 2.907 4.726 2.154 -0.31
O 4.936 3.975 2.831 -0.64
H 3.614 6.817 3.380 0.18
H 5.158 6.216 3.881 0.22
H 2.734 3.845 1.701 0.16
H 2.207 5.447 2.110 0.20
N 1.282 -7.842 8.100 -0.42
C 1.105 -6.499 7.909 0.60
N 0.076 -5.942 8.601 -0.29
O 1.831 -5.853 7.167 -0.67
H 0.707 -8.397 8.702 0.15
H 2.036 -8.279 7.605 0.23
H -0.085 -4.947 8.489 0.25
H -0.521 -6.463 9.213 0.15
N -0.214 5.200 4.233 -0.28
C -0.359 6.529 3.981 0.65
N -1.377 7.146 4.645 -0.42
O 0.379 7.127 3.209 -0.64
H -0.796 4.677 4.859 0.17
H 0.531 4.727 3.752 0.15
H -1.505 8.127 4.478 0.22
H -1.992 6.676 5.282 0.16
N 4.255 -1.955 -0.316 -0.30
C 5.289 -1.415 -1.026 0.69
N 6.230 -2.308 -1.451 -0.41
O 5.367 -0.220 -1.259 -0.62
H 4.171 -2.931 -0.107 0.17
H 3.551 -1.322 0.021 0.09
H 7.004 -1.942 -1.972 0.23
H 6.187 -3.292 -1.267 0.16
N -2.021 -2.035 9.733 -0.38
C -0.743 -2.418 10.018 0.61
N -0.184 -1.818 11.104 -0.40
O -0.140 -3.241 9.347 -0.68
H -2.534 -1.362 10.269 0.17
H -2.460 -2.458 8.936 0.21
H 0.757 -2.078 11.336 0.22
H -0.655 -1.139 11.670 0.16
```

3.
12 unconnected molecules or ions with the total composition C17H58N10O12. Source: the Open Molecules 2025 dataset; level of theory: ωB97M-V with the def2-TZVPD basis set.

SMILES   NC(N)=O.NC(N)=O.NC(N)=O.NC(N)=O.NC(N)=O.CCO.CCO.CCO.CCO.CCO.CO.CO
Frontier orbital gap   8.37 eV
DFT total energy   -2132.8045 Eh

Geometry as XYZ:
```
97
Properties=species:S:1:pos:R:3:mulliken_charge:R:1
N -28.693 14.827 -5.482 -0.39
C -27.554 15.477 -5.457 0.28
N -26.938 15.354 -6.546 1.23
O -27.063 16.208 -4.395 -0.86
H -29.164 14.807 -4.616 0.30
H -29.249 14.716 -6.300 0.22
H -25.897 15.524 -6.593 -0.77
H -27.308 14.842 -7.391 -0.98
N -26.553 8.653 -12.308 -0.33
C -27.040 9.740 -11.734 0.47
N -26.718 10.855 -12.304 -0.50
O -27.871 9.691 -10.627 -0.59
H -26.645 7.830 -11.724 0.28
H -25.949 8.620 -13.140 0.22
H -27.231 11.661 -11.988 0.10
H -26.240 11.014 -13.213 0.34
N -26.590 13.197 -3.256 -0.18
C -26.937 12.187 -3.960 0.58
N -27.476 12.490 -5.108 0.43
O -26.874 10.864 -3.423 -0.76
H -26.117 12.973 -2.276 0.32
H -26.543 14.150 -3.671 0.17
H -27.795 11.693 -5.720 -0.33
H -27.799 13.478 -5.321 0.31
N -25.548 18.227 -5.777 -0.41
C -25.992 18.629 -6.942 0.31
N -26.936 17.884 -7.402 -0.18
O -25.452 19.749 -7.664 -0.75
H -24.795 18.655 -5.187 0.28
H -26.136 17.554 -5.286 0.38
H -27.419 18.171 -8.257 0.20
H -27.013 16.914 -7.127 0.28
N -24.364 15.915 -6.511 -0.52
C -24.017 15.698 -7.779 0.30
N -23.587 14.497 -7.933 -0.24
O -24.027 16.592 -8.771 -0.85
H -24.611 16.920 -6.204 0.39
H -24.175 15.272 -5.712 0.18
H -23.098 14.185 -8.744 0.38
H -23.902 13.800 -7.228 0.15
C -24.753 10.896 -6.727 0.88
C -24.145 11.867 -5.793 -0.93
O -24.975 13.008 -6.138 0.39
H -24.055 10.002 -6.980 0.35
H -25.150 11.319 -7.629 -0.91
H -25.644 10.533 -6.245 -0.06
H -23.144 11.983 -6.129 0.42
H -24.233 11.701 -4.745 0.46
H -25.792 12.907 -5.695 -0.37
C -26.037 8.503 -8.577 0.48
C -26.305 7.702 -7.271 -0.61
O -27.712 7.665 -7.007 -0.59
H -26.515 9.478 -8.630 -0.30
H -26.512 7.866 -9.376 -0.01
H -25.025 8.634 -8.659 -0.06
H -25.850 8.162 -6.369 0.25
H -25.962 6.644 -7.342 0.46
H -28.106 6.819 -7.046 0.29
C -25.120 14.425 -12.732 -1.00
C -24.280 14.676 -11.468 0.36
O -22.920 14.297 -11.789 -0.67
H -25.953 15.147 -12.827 0.26
H -25.628 13.476 -12.715 -0.03
H -24.539 14.411 -13.707 0.37
H -24.722 14.172 -10.595 -0.34
H -24.335 15.716 -11.238 0.64
H -23.067 13.406 -12.197 0.35
C -26.902 13.133 -8.701 1.47
C -27.953 13.796 -9.592 -1.09
O -28.500 14.950 -8.966 -0.67
H -26.583 12.259 -9.180 -0.24
H -27.300 12.760 -7.747 -0.16
H -25.968 13.702 -8.607 0.27
H -28.725 13.086 -9.940 0.41
H -27.505 14.191 -10.492 0.33
H -27.942 15.724 -9.190 0.22
C -23.178 9.724 -10.535 -1.57
C -24.072 10.854 -10.229 1.48
O -24.300 11.568 -11.407 -0.37
H -23.154 9.164 -9.628 0.48
H -22.233 10.063 -10.877 0.40
H -23.640 9.124 -11.315 0.28
H -23.645 11.425 -9.334 0.09
H -25.005 10.498 -9.978 -0.99
H -25.151 11.347 -11.797 0.37
C -26.581 17.478 -10.994 -0.90
O -26.277 16.470 -10.018 -0.03
H -25.643 17.925 -11.353 0.32
H -27.225 18.225 -10.539 0.34
H -27.216 17.066 -11.788 0.29
H -25.490 16.792 -9.568 0.04
C -29.169 10.813 -7.501 -0.44
O -28.374 10.286 -6.450 -0.71
H -28.582 10.978 -8.384 -0.08
H -29.536 11.771 -7.142 0.28
H -29.946 10.152 -7.712 0.46
H -28.175 9.358 -6.608 0.20
```